ORCA calculation (ωB97M-V/def2-TZVPD) on a molecular structure, C20H43FNO3PTa at a distorted geometry.

Each line ends with the natural charge from an NBO analysis.
Geometry (Å):
H: 1.53 -2.35 3.71  0.2199
C: -1.44 2.41 -0.70  -0.4253
C: 4.47 -0.29 1.76  0.7604
C: -0.33 1.72 -1.73  -0.4122
H: -6.73 -1.23 1.88  0.2043
H: -3.58 3.33 -0.82  0.1982
H: -4.65 -3.30 3.00  0.2027
H: -3.65 -1.86 2.33  0.2349
H: 4.54 -2.15 -1.24  0.2181
C: 2.34 2.48 0.31  -1.0111
H: 0.05 -0.53 -1.89  0.2305
N: 4.41 -0.07 0.39  -0.7905
C: 3.05 0.77 -2.34  -0.6218
C: 2.29 -2.07 -0.81  -0.9663
H: 5.92 0.02 -3.98  0.1781
H: -4.57 -0.02 0.76  0.2000
H: -1.10 3.56 -0.65  0.2017
H: -0.78 1.56 -2.82  0.1925
F: 4.32 5.10 -0.24  -0.4189
H: 2.40 0.25 -3.16  0.1890
H: -5.55 -0.40 3.10  0.2164
C: -4.68 -2.40 2.22  -0.4273
H: 4.08 -0.24 -4.46  0.1739
C: -5.95 -1.45 2.73  -0.6419
H: 4.95 -1.45 -3.27  0.1741
C: -4.31 -2.44 -0.54  -0.4190
C: -5.03 -3.04 0.77  -0.4157
H: 2.27 3.17 -0.66  0.2267
H: 4.85 4.81 1.82  0.1626
C: -3.54 0.10 0.16  -0.4392
O: -0.21 0.12 2.35  -0.9817
C: -3.07 -1.41 -0.33  -0.4227
H: -2.89 2.67 -2.43  0.2016
C: 3.75 2.96 1.07  -0.4434
H: 4.68 2.57 0.47  0.2298
H: 2.95 5.15 1.51  0.1729
H: 3.71 2.58 2.18  0.2267
H: 3.67 -3.88 -1.04  0.1807
H: -5.13 -1.97 -1.26  0.1996
C: -2.97 2.42 -1.27  -0.4068
H: 1.40 -2.62 -0.27  0.2131
H: -6.57 -1.99 3.59  0.2080
C: 3.91 4.61 1.12  0.0329
H: 2.01 -2.06 -1.97  0.2129
H: 2.82 -2.48 2.29  0.2421
Ta: 2.29 0.22 -0.22  2.2086
H: 0.96 -2.75 1.87  0.2236
C: 0.12 0.30 -1.04  -0.9859
P: 1.51 -0.28 2.20  0.4305
H: -0.66 0.02 -0.22  0.2397
H: 0.58 2.48 -1.88  0.2150
H: -0.31 0.49 3.28  0.4788
C: 4.86 -0.32 -3.57  -0.2616
H: -3.68 0.40 -2.13  0.2028
H: 4.07 -2.77 0.52  0.1970
H: -4.97 1.33 -1.11  0.1987
H: 1.45 2.83 1.00  0.2236
H: -4.84 -4.21 0.83  0.2062
H: -1.30 2.01 0.40  0.2274
H: -3.88 -3.37 -1.16  0.2076
H: -2.75 0.49 0.94  0.2394
H: -2.52 -1.29 -1.38  0.2238
O: 4.76 0.00 3.06  -0.5967
C: -3.81 1.04 -1.13  -0.4186
C: 3.76 -2.77 -0.61  -0.6220
O: 4.49 0.49 -2.40  -0.5767
H: -2.25 -1.84 0.40  0.2228
H: -6.21 -2.93 0.62  0.1985
H: 2.94 1.95 -2.48  0.1949
C: 1.72 -2.17 2.57  -0.9381

Properties
* E: -1566.08805 hartree
* charge: -1
* HOMO-LUMO gap: 6.50 eV
* LUMO level: 2.291 eV



ORCA calculation (ωB97M-V/def2-TZVPD) on a molecular structure, C20H43LiN2O3 at a distorted geometry.

Each line ends with the natural charge from an NBO analysis.
Geometry (Å):
O: 0.84 1.53 1.03  -0.5508
H: -1.97 0.80 -5.13  0.1890
C: 1.97 -1.34 3.03  -0.4068
H: -1.58 0.98 3.25  0.1994
C: -2.76 -0.12 1.01  -0.0561
C: -0.91 1.82 3.31  -0.6286
H: -0.33 2.75 -4.38  0.1981
H: 3.04 -1.43 0.51  0.2253
H: 1.05 -3.67 -2.57  0.1944
Li: 0.06 0.12 -0.59  0.8814
N: 0.99 0.76 2.10  -0.2208
H: -2.61 -1.44 -4.32  0.1873
H: 1.49 -1.77 5.13  0.2206
H: -2.54 0.14 -2.57  0.1964
H: -3.22 1.97 1.76  0.2019
H: 1.98 2.88 3.20  0.2079
H: -0.93 -3.26 -4.17  0.1924
H: -4.55 1.13 1.09  0.2131
C: -1.85 0.91 -2.58  -0.6065
C: 1.64 -0.90 4.46  -0.3946
H: -2.44 1.72 -2.92  0.1910
C: -0.12 -1.75 -2.78  0.1433
C: 3.45 0.55 2.20  -0.6518
H: -3.22 1.80 0.06  0.2177
H: 0.14 2.60 -2.78  0.2028
H: -0.93 0.36 1.79  0.5271
H: -1.80 -1.55 -5.79  0.2065
H: 3.55 1.33 1.40  0.2049
C: 1.20 -2.61 -2.45  -0.5996
H: -1.35 -3.19 -1.70  0.2027
H: 2.48 -0.28 4.93  0.2002
H: -1.52 1.23 -1.60  0.1735
H: -3.05 -0.65 1.91  0.1614
H: -0.40 -0.60 3.79  0.2003
H: 2.24 1.87 4.55  0.2139
H: -0.81 -1.89 -0.67  0.1782
H: 4.34 -0.15 2.08  0.2228
O: -1.35 0.04 0.93  -0.8279
H: 1.18 -2.01 2.63  0.2093
C: -1.18 0.10 -4.81  -0.3850
N: 0.13 -0.30 -2.82  -0.2258
C: -1.65 -1.29 -4.78  -0.4046
H: 1.04 1.76 -4.05  0.2286
H: 3.69 0.92 3.15  0.2064
C: -3.49 1.26 0.96  -0.6393
H: -2.12 -1.68 -1.84  0.1946
C: -0.62 -2.20 -4.15  -0.4006
H: -0.43 0.23 -5.49  0.2032
H: 0.20 -2.25 -4.85  0.2020
C: 2.08 -0.20 2.05  0.1005
C: -0.72 0.66 -3.50  0.1099
O: 1.10 0.07 -2.17  -0.8626
C: 0.51 1.24 3.42  0.1307
H: -0.03 0.17 5.19  0.2096
H: 1.95 -2.31 -3.17  0.2185
H: 2.39 0.06 -0.16  0.2625
C: 0.33 -0.05 4.23  -0.3975
H: 1.49 2.18 1.09  0.4556
H: -3.06 -0.71 0.20  0.1910
C: 0.05 2.02 -3.69  -0.6034
C: 1.45 2.35 3.95  -0.6348
H: -1.11 2.37 4.20  0.2258
H: 2.85 -1.98 3.14  0.2231
C: 2.16 -0.71 0.59  -0.6337
H: 1.37 -1.35 0.27  0.1999
H: -1.05 2.51 2.45  0.2358
C: -1.18 -2.15 -1.66  -0.6431
H: 0.89 3.03 4.58  0.2132
H: 1.59 -2.40 -1.50  0.2004

Properties
* E: -1130.41626 hartree
* charge: 0
* HOMO-LUMO gap: 4.54 eV
* energy relative to the best compared isomer or geometry (same formula, charge and spin): 0.0 kJ/mol
* LUMO level: 0.373 eV



ORCA calculation (ωB97M-V/def2-TZVPD) on 3 unconnected molecules or ions with the total composition C20H43N2O8P2 at a distorted geometry.

Each line ends with the Löwdin charge.
Geometry (Å):
C: 2.59 -0.43 -2.67  -0.2869
H: 3.60 -2.89 4.23  0.0816
H: -1.67 -3.41 -1.34  0.1196
O: -0.55 -1.99 1.83  -0.2415
C: 1.93 0.20 -1.45  -0.0811
C: -2.94 2.90 4.15  -0.2558
H: 4.03 1.52 -7.76  0.0748
H: 3.61 -3.81 0.22  0.0743
H: 1.05 -5.26 -0.67  0.1138
C: 4.81 1.44 -6.99  -0.0736
C: -1.33 -2.78 -0.52  -0.2852
H: -0.69 -1.33 -1.97  0.0735
O: 3.56 2.43 -5.16  -0.2598
H: 4.66 0.47 -6.51  0.0728
C: -5.27 1.66 3.66  -0.1362
H: 3.34 -4.51 -1.38  0.0889
H: 1.12 1.63 -5.39  0.0708
H: 1.81 3.93 -4.68  0.1130
H: -3.44 1.63 2.30  0.1540
C: 1.41 3.22 -3.94  -0.2807
P: 0.34 -3.21 1.54  0.7528
C: -6.02 0.63 2.77  0.1137
C: -3.15 0.31 4.18  -0.0657
H: -8.99 1.74 4.51  0.1470
H: 2.38 -3.14 -0.86  0.0546
H: -0.61 -0.73 -0.33  0.0598
O: 1.23 -4.65 1.31  -0.2588
H: -2.08 -2.87 0.27  0.0989
H: 0.76 3.81 -3.29  0.1177
C: 2.40 -2.00 2.68  -0.2891
H: -3.22 3.89 3.64  0.1196
C: 1.83 -5.03 0.06  -0.2687
H: -0.90 1.81 4.45  0.0706
N: -5.72 2.57 4.61  0.1246
O: 4.97 0.92 -4.06  -0.2158
C: 4.69 2.60 -6.01  -0.2885
O: 2.66 0.49 -3.76  -0.2468
C: -3.66 1.67 3.43  -0.2804
H: -5.57 -0.07 2.01  0.1386
H: 1.99 -1.28 -3.01  0.1175
O: 2.47 2.75 -3.11  -0.2663
H: -3.96 -0.49 4.22  0.0764
H: 4.56 3.53 -6.57  0.1168
C: -7.57 0.66 3.09  0.0652
H: 2.55 1.00 -1.04  0.0740
O: 1.76 -2.36 1.46  -0.2588
C: 2.84 -4.07 -0.52  -0.0707
H: 1.78 -0.55 -0.67  0.0604
H: 5.78 1.44 -7.48  0.0792
H: 3.59 -0.80 -2.43  0.1108
H: -3.27 3.04 5.25  0.1101
P: 3.74 1.74 -3.65  0.7505
H: 3.67 -3.75 2.68  0.0761
H: -2.94 0.64 5.27  0.1009
C: 0.57 2.17 -4.63  -0.0787
H: 5.61 2.72 -5.43  0.1037
C: -1.34 2.83 4.17  -0.1167
H: -2.19 -0.88 -1.13  0.0759
H: -2.20 -0.11 3.72  0.0826
H: 0.19 1.44 -3.91  0.0661
H: 3.18 -1.28 2.42  0.1223
H: -0.29 2.63 -5.13  0.0821
H: 2.34 -5.98 0.26  0.1238
H: 2.25 -3.90 3.70  0.0706
H: -7.39 3.22 5.59  0.1945
H: -0.99 3.56 4.99  0.0887
H: 0.97 0.64 -1.71  0.0665
N: -7.03 2.57 4.86  0.0336
C: 3.02 -3.20 3.36  -0.0790
O: -0.07 -3.27 -0.08  -0.2550
C: -1.20 -1.35 -1.01  -0.0774
H: -8.32 -0.03 2.58  0.1275
H: 1.69 -1.50 3.34  0.1054
C: -7.89 1.69 4.19  0.0163
H: -0.88 3.23 3.20  0.0845

Properties
* E: -2181.52013 hartree
* charge: +1
* HOMO-LUMO gap: 5.63 eV
* LUMO level: -5.448 eV



ORCA calculation (ωB97M-V/def2-TZVPD) on a molecular structure, C20H43N2OP3PbS at a distorted geometry.

Each line ends with the Löwdin charge.
Geometry (Å):
H: 3.37 -1.89 -0.13  0.0473
H: -1.94 3.06 1.20  0.0027
C: -2.51 2.55 -1.90  -0.2259
H: -2.84 1.82 4.26  0.1675
H: 1.70 2.50 3.38  0.0846
C: -1.81 -2.75 -2.88  0.0691
H: 1.01 3.77 -1.32  0.0566
C: -1.83 0.29 5.44  -0.0890
C: 1.01 1.87 2.80  -0.2434
H: -1.23 -4.04 -4.47  0.1578
H: 0.59 -1.08 -3.20  0.0071
C: 0.18 -5.03 1.10  -0.0720
C: 1.57 -0.60 -3.15  -0.2748
H: 3.56 1.59 -1.95  0.0452
S: -2.96 0.55 1.60  0.6229
H: 3.91 0.04 1.29  0.0530
H: -1.80 4.45 0.12  0.0839
C: 2.62 -1.95 -0.93  -0.2591
H: 3.33 3.15 1.86  0.0903
P: 1.80 1.34 1.25  0.8358
H: 2.32 -1.27 -3.61  0.0687
H: -3.51 -0.54 -5.61  0.1562
C: -2.67 -1.66 -2.52  -0.3657
N: -1.71 -1.00 3.51  0.0327
H: 0.74 0.99 3.40  0.0473
C: -3.16 -0.77 -3.54  0.1036
C: -1.73 -3.11 -4.20  0.0459
H: -0.87 -4.69 1.13  0.0388
H: 2.57 -0.80 2.10  0.0539
Pb: -1.23 -0.37 -0.22  1.0837
H: 0.85 2.43 -2.45  0.0312
H: -2.37 2.08 -2.88  0.0484
H: -2.30 -2.62 -6.24  0.1689
N: -2.42 0.90 4.26  0.0680
H: -0.32 -1.25 5.07  0.1323
H: -0.38 3.84 0.97  0.0461
H: -2.80 3.60 -2.08  0.0949
H: 0.24 1.51 0.17  -0.1190
H: 1.01 -3.53 2.47  0.0377
C: -1.30 3.56 0.47  -0.2322
H: 0.41 -5.91 0.48  0.0720
H: -3.35 2.06 -1.39  0.0531
C: -1.39 -1.08 4.92  -0.1041
P: 2.06 -0.26 -1.40  0.7211
C: -3.01 -1.15 -4.86  0.0500
C: -2.33 0.15 3.16  -0.7425
H: 1.52 0.34 -3.72  0.0523
C: 3.04 0.18 1.95  -0.2011
H: -1.31 -3.32 -2.09  0.1522
H: 3.05 -2.45 -1.81  0.0690
H: -3.60 0.19 -3.22  0.1407
H: -1.95 -1.89 5.40  0.1465
C: 1.15 -4.36 1.74  -0.0985
C: -2.35 -2.34 -5.19  0.1390
H: -2.57 0.20 6.25  0.1486
H: 2.26 3.63 0.52  0.0460
H: 1.77 -2.54 -0.56  0.0147
H: -0.13 3.88 -2.65  0.0881
C: 0.28 3.19 -1.90  -0.2069
P: -0.99 2.38 -0.87  0.6758
C: 3.70 0.53 -1.72  -0.2499
C: 2.86 2.81 0.92  -0.1962
H: 3.39 0.56 2.93  0.0951
H: -1.65 -1.79 2.88  0.1399
H: 2.17 -4.79 1.73  0.0707
H: -0.98 0.87 5.81  0.1375
H: 4.36 0.45 -0.85  0.0444
H: 3.65 2.58 0.19  0.0508
O: -3.02 -1.51 -1.27  -0.1149
H: 4.19 0.05 -2.58  0.0779
H: 0.08 2.42 2.60  0.0278

Properties
* E: -2586.04908 hartree
* charge: +4
* HOMO-LUMO gap: 3.02 eV
* energy relative to the best compared isomer or geometry (same formula, charge and spin): 425.7 kJ/mol
* LUMO level: -16.161 eV



ORCA calculation (ωB97M-V/def2-TZVPD) on a molecular structure, C20H44BCs2O10S5 at a distorted geometry.

Each line ends with the Mulliken spin population.
Geometry (Å):
S: -0.40 -5.24 2.83  0.0000
H: 1.97 0.73 -1.24  0.0259
H: 0.32 -0.90 -0.51  0.0014
H: -2.32 5.36 -0.87  0.0000
Cs: -1.08 0.11 3.39  0.0001
C: 3.63 2.94 1.04  0.0042
H: -3.12 -0.65 -1.95  0.0000
O: 4.26 1.50 3.22  0.0005
H: -3.24 -5.28 0.69  0.0000
H: 1.63 2.21 -1.98  0.0091
O: 1.80 1.51 2.60  0.0006
H: 4.03 5.55 3.23  0.0000
H: 2.76 0.46 -5.21  0.0054
C: -2.16 -4.96 2.44  0.0000
H: 2.87 3.75 4.55  0.0000
C: -2.64 -2.68 -1.91  0.0000
O: 5.12 1.38 -4.50  0.4756
B: 0.36 -0.73 0.55  0.0030
C: 4.05 4.36 1.30  0.0005
H: -2.28 4.83 0.92  0.0000
H: -3.84 3.64 0.12  0.0000
H: 4.36 0.89 -2.15  0.0068
C: 3.67 1.71 -2.34  0.1885
H: 4.16 2.22 0.42  -0.0038
Cs: 2.99 -2.06 0.64  0.0000
H: -0.98 -4.99 -0.20  0.0000
S: -4.00 -1.28 0.08  0.0000
C: -2.15 4.58 -0.13  -0.0001
H: -2.37 2.51 1.74  0.0000
H: 1.02 -5.79 0.92  0.0000
H: -4.07 -4.40 -1.74  0.0000
C: -2.91 3.27 -0.31  0.0000
O: 0.40 4.73 0.42  0.0000
S: 3.86 2.13 -4.11  0.0087
H: -2.73 1.35 0.55  0.0000
H: -3.17 3.08 -1.35  0.0000
H: 5.00 4.48 0.78  0.0001
H: -1.24 -6.66 -0.44  0.0000
H: 0.68 0.25 -3.28  0.0200
C: 0.06 -6.23 1.22  0.0000
H: -2.78 -6.75 1.37  0.0000
H: 3.99 2.62 -1.83  -0.0142
H: -2.16 -2.62 -2.88  0.0000
H: -2.65 -5.17 3.40  0.0000
O: -3.48 -1.61 1.42  0.0000
H: -0.46 1.68 -0.45  -0.0001
H: 1.96 4.23 3.21  -0.0001
O: -0.12 -6.12 3.95  0.0000
O: 0.17 -3.90 2.73  -0.0001
H: 0.08 -7.29 1.48  0.0000
C: 1.74 0.50 -3.27  0.0150
H: -1.76 -0.70 -1.04  0.0006
C: -2.38 -5.75 1.16  0.0001
H: -4.42 -2.86 -2.64  0.0000
C: -2.20 2.29 0.69  -0.0001
H: -5.72 -2.48 -0.89  0.0000
C: 2.32 1.19 -4.53  0.1286
H: 3.34 5.08 0.89  0.0000
O: -4.94 -0.13 -0.11  0.0000
C: -2.63 -1.32 -1.25  -0.0006
H: 2.62 3.00 0.64  -0.0025
H: 4.90 3.98 3.22  0.0000
H: -4.81 -3.56 0.29  0.0000
H: 0.41 -1.63 1.15  0.0003
H: -0.63 -0.37 0.76  0.0004
C: 2.18 1.28 -2.16  -0.0144
C: -0.74 2.40 0.31  -0.0006
H: -1.96 -3.19 -1.22  -0.0001
H: 1.69 1.96 -4.99  0.0111
C: 2.92 3.78 3.47  0.0007
S: -0.47 4.03 -0.48  0.0002
C: -3.96 -3.32 -1.77  0.0000
H: 2.13 -0.51 -3.21  -0.0048
S: 3.11 2.16 2.60  0.0013
H: 0.00 2.06 1.03  0.0005
C: -4.76 -2.86 -0.54  0.0000
H: 1.10 -0.05 0.94  0.0008
C: -1.13 -5.92 0.35  -0.0001
O: 3.63 3.54 -4.18  0.1319
C: 4.06 4.54 2.80  0.0001
O: -0.25 4.04 -1.94  0.0000
H: -2.25 -3.95 2.06  0.0000

Properties
* E: -3596.05516 hartree
* charge: +2
* HOMO-LUMO gap (alpha / beta): 8.46 / 2.69 eV
* multiplicity: 2
* LUMO level (alpha / beta): -5.559 / -11.332 eV



ORCA calculation (ωB97M-V/def2-TZVPD) on a molecular structure, C20H44LiN6O12 at a distorted geometry.

Each line ends with the Löwdin charge.
Geometry (Å):
H: 7.79 2.73 3.94  0.1321
O: 2.35 -0.58 -5.34  -0.1064
H: 6.37 4.51 4.66  0.0965
N: -2.33 1.54 2.44  -0.7316
H: 3.94 -0.85 2.46  0.1395
H: 4.41 2.82 4.73  0.1401
O: -2.06 1.42 1.28  -0.0969
H: -5.64 -1.88 -4.97  0.1183
H: 10.08 1.38 4.97  0.0653
N: -6.00 -3.67 -3.94  -0.1902
C: -10.59 -4.68 -3.59  -0.0755
H: 6.74 1.18 6.30  0.1168
H: 5.41 0.07 0.62  0.1386
H: 6.65 2.86 5.90  0.0953
C: -5.23 -5.58 -2.62  -0.1396
O: 1.19 -1.76 -4.03  -0.0545
O: -6.41 2.93 -3.07  -0.0999
C: 4.43 5.37 4.15  -0.0648
C: 4.88 -0.32 2.57  -0.1875
H: -10.02 -2.84 -4.63  0.1097
H: 6.10 4.64 2.93  0.1175
H: 7.06 1.06 1.86  0.1277
H: 5.45 -0.11 4.59  0.1298
H: -7.68 -2.43 -3.72  0.1446
C: 4.96 0.48 3.81  -0.0824
O: 2.05 5.58 -1.30  -0.1257
C: 9.75 1.18 5.99  -0.0944
C: -7.55 -3.51 -3.79  -0.0854
H: 3.50 4.96 3.75  0.0859
N: -5.79 3.44 -4.00  -0.7070
H: -8.15 -5.20 -4.97  0.1109
H: 3.94 0.77 4.07  0.1417
H: -4.95 -4.23 -0.94  0.1307
H: -4.34 -3.08 -5.17  0.1129
H: -3.61 -4.30 -2.10  0.1339
H: 8.97 3.23 6.01  0.1061
C: -5.24 -3.14 -2.66  -0.0886
H: 6.26 2.56 1.61  0.1376
O: -4.65 3.80 -3.78  -0.0845
C: 5.01 3.02 3.84  -0.1612
H: -5.92 -3.23 -6.08  0.0991
C: 5.06 0.67 1.47  -0.1640
N: 1.32 -0.75 -4.64  -0.7395
O: -6.33 3.36 -5.11  -0.0930
C: -8.33 -4.13 -4.91  -0.2063
O: 3.64 7.03 -1.67  -0.1044
H: 5.63 -1.11 2.54  0.1250
H: -6.15 -5.88 -2.11  0.1210
H: -11.65 -4.69 -3.83  0.0713
Li: -1.08 2.95 -2.17  0.9353
H: 7.79 0.92 3.89  0.1240
H: 4.35 2.99 2.98  0.1400
C: -5.42 -2.93 -5.16  0.0329
C: -5.44 -5.12 -4.02  -0.1188
O: 0.51 0.14 -4.59  -0.0836
C: 7.25 1.96 5.75  -0.2006
H: 10.62 1.27 6.64  0.0723
H: -10.14 -5.66 -3.46  0.0661
C: 6.11 1.56 2.01  -0.0792
H: -8.08 -3.66 -5.86  0.1135
C: 8.66 2.23 6.32  -0.2352
O: 1.82 7.68 -0.96  -0.0520
H: -4.52 -6.40 -2.61  0.1290
H: -4.39 -2.50 -2.92  0.1427
C: -4.69 -4.31 -1.99  -0.1834
H: -7.89 -3.88 -2.82  0.1338
C: -9.82 -3.90 -4.74  -0.2478
H: 4.19 5.55 5.20  0.0753
O: -2.77 2.61 2.87  -0.0746
H: 9.41 0.14 5.94  0.0732
H: 4.66 6.37 3.80  0.0846
C: 7.27 1.82 4.23  -0.0926
H: -10.41 -4.13 -2.66  0.0637
C: 5.62 4.39 3.88  -0.2130
H: -5.87 -2.57 -1.98  0.1424
H: 8.54 2.38 7.39  0.1045
H: 4.13 1.16 1.17  0.1405
N: 5.81 1.76 3.58  -0.1347
N: 2.48 6.76 -1.35  -0.7038
H: -6.03 -5.76 -4.66  0.1245
H: -4.56 -5.04 -4.67  0.1306
H: -10.32 -4.02 -5.70  0.1041
O: -2.09 0.58 3.13  -0.0776

Properties
* E: -2026.70429 hartree
* charge: -1
* HOMO-LUMO gap: 5.15 eV
* energy relative to the best compared isomer or geometry (same formula, charge and spin): 165.6 kJ/mol
* LUMO level: 0.801 eV